C45H48N4O6PSe2Sr as an isolated structure, computed with ωB97M-V/def2-TZVPD.

The value obtained for the LUMO energy is 1.860 eV. As for the net charge: -1. As for the maximum force: 0.0121 hartree/bohr. The energy above the lowest of the compared OMol25 structures with the same formula, charge and spin is 18.14 kJ/mol. For the total energy, the calculation gives -7589.23454 Eh. Its molar mass is 1017.4 g mol⁻¹.

Each line ends with the Mulliken charge.
Atoms and positions in Å:
Sr -1.653 2.003 -0.632  1.107
O -2.008 2.469 -3.044  -1.051
C -2.029 1.246 -3.321  1.538
O -1.759 0.326 -2.502  -0.600
C -2.470 0.804 -4.691  -0.538
C -3.575 1.424 -5.255  -0.512
C -4.091 0.963 -6.457  -0.637
C -3.488 -0.105 -7.099  -0.737
C -2.366 -0.710 -6.549  -0.335
C -1.837 -0.269 -5.339  0.438
P -0.303 -0.981 -4.599  0.490
C 0.374 -1.803 -6.114  -0.382
C 1.067 -0.976 -6.999  -0.225
C 1.619 -1.477 -8.168  -0.629
C 1.503 -2.828 -8.465  -0.431
C 0.825 -3.666 -7.590  -0.707
C 0.261 -3.156 -6.428  0.051
C -0.928 -2.415 -3.658  0.354
C -2.267 -2.609 -3.340  -0.178
C -2.649 -3.668 -2.525  -0.690
C -1.698 -4.543 -2.022  -0.600
C -0.356 -4.352 -2.327  -0.625
C 0.025 -3.288 -3.130  -0.444
H -4.028 2.250 -4.723  0.555
H -4.967 1.434 -6.887  0.386
H -3.889 -0.472 -8.036  0.399
H -1.894 -1.530 -7.076  0.397
H 1.171 0.078 -6.763  0.402
H 2.147 -0.817 -8.844  0.385
H 1.939 -3.227 -9.372  0.363
H 0.727 -4.721 -7.816  0.396
H -0.281 -3.815 -5.763  0.355
H -3.011 -1.916 -3.711  0.349
H -3.694 -3.798 -2.275  0.405
H -1.999 -5.362 -1.382  0.366
H 0.395 -5.022 -1.927  0.459
H 1.075 -3.124 -3.346  0.460
O 0.194 4.100 -2.655  -0.611
C 1.105 3.164 -3.209  0.403
C 2.385 3.230 -2.400  -1.089
C 2.199 2.753 -0.954  -1.143
C 2.051 1.263 -0.876  0.413
C 3.174 0.449 -0.770  -0.368
C 3.021 -0.922 -0.667  -0.892
C 1.743 -1.452 -0.719  -0.672
C 0.681 -0.577 -0.886  -1.142
N 0.820 0.746 -0.941  1.250
H -0.703 3.871 -2.945  0.446
H 1.315 3.412 -4.257  0.332
H 0.691 2.148 -3.188  -0.323
H 2.729 4.268 -2.394  0.430
H 3.159 2.631 -2.889  0.350
H 1.324 3.245 -0.522  0.146
H 3.057 3.053 -0.348  0.508
H 4.154 0.910 -0.734  0.510
H 3.884 -1.564 -0.540  0.422
H 1.550 -2.511 -0.626  0.651
H -0.329 -0.961 -0.991  0.480
O -5.067 6.207 2.406  -0.526
C -4.966 4.953 3.093  -1.346
C -4.201 3.936 2.241  2.234
C -4.128 2.654 3.073  -1.286
O -3.401 2.808 4.287  -0.581
C -5.047 3.691 0.975  -1.527
Se -4.644 2.208 -0.268  -0.630
C -2.803 4.550 1.942  -1.069
Se -1.193 3.390 2.018  -0.646
H -5.488 6.832 3.001  0.306
H -5.971 4.564 3.302  0.451
H -4.435 5.081 4.042  0.487
H -3.701 1.864 2.454  0.357
H -5.141 2.345 3.350  0.537
H -2.468 2.859 4.012  0.304
H -5.044 4.609 0.389  0.451
H -6.079 3.527 1.296  0.346
H -2.607 5.327 2.680  0.380
H -2.844 5.053 0.977  0.372
C 3.309 -3.383 10.491  -1.364
C 3.171 -3.421 8.993  0.746
C 3.905 -4.312 8.221  -0.701
C 3.784 -4.337 6.840  -0.607
C 2.900 -3.480 6.195  0.090
N 2.771 -3.553 4.791  -0.081
C 2.563 -2.527 3.881  0.225
O 2.166 -2.769 2.758  -0.687
N 2.898 -1.284 4.340  -0.068
C 2.640 -0.048 3.710  0.526
C 3.355 1.064 4.133  -0.383
C 3.097 2.291 3.550  -1.131
C 2.138 2.362 2.551  -0.355
N 1.453 1.299 2.141  0.147
C 1.685 0.122 2.708  -0.474
C 2.137 -2.599 6.961  -0.111
C 2.289 -2.566 8.337  -0.593
H 4.071 -4.083 10.833  0.332
H 2.369 -3.647 10.979  0.309
H 3.587 -2.387 10.839  0.328
H 4.597 -4.993 8.704  0.277
H 4.383 -5.019 6.249  0.410
H 2.693 -4.461 4.365  0.323
H 3.356 -1.233 5.235  0.269
H 4.103 0.964 4.913  0.392
H 3.625 3.181 3.865  0.388
H 1.877 3.304 2.083  0.448
H 1.111 -0.720 2.350  0.414
H 1.412 -1.956 6.480  0.495
H 1.689 -1.871 8.914  0.391